Computed, not measured: a structure of composition C31H55AuO6Si at a distorted geometry, with wB97M-V/def2-TZVPD.

XYZ file:
```
94
Properties=species:S:1:pos:R:3
H -1.40341 -2.73806 -8.42522
H -2.24888 1.11885 7.04065
H 0.93565 1.07713 -5.19715
H 3.43664 3.99045 5.31029
H -1.17170 1.52917 -7.94926
C -0.28382 0.99254 -8.31498
H -2.43714 0.93618 1.78056
H -2.02381 0.37552 -4.85507
H -0.65434 1.76454 -2.69248
C -2.50301 0.23414 0.95505
H 0.86945 -2.10776 -10.37659
C 3.01282 -2.34581 3.74488
H 1.11272 1.54375 -2.84260
C 0.40744 -3.06452 -1.19924
H -1.43563 0.49400 -10.15845
H 3.54939 1.53978 3.49664
C -1.51035 -1.85804 -9.06642
H 2.04522 0.04331 6.08638
H -1.27352 2.79907 4.76885
C 0.87368 -2.19097 5.03974
C -0.97554 0.06984 -4.98694
H 0.30048 -2.69574 4.25352
H 0.61998 1.60681 -8.18566
C 0.97805 -1.72003 -9.35537
H -2.00328 1.60081 -0.78609
C -3.14512 -1.06072 0.95489
C 0.43252 -2.38370 1.00955
C 3.01504 2.42457 3.12307
H -0.89151 -4.06260 0.32656
H 3.75941 3.21777 2.95313
C -0.03927 1.26171 -4.72116
C 1.98301 2.89338 4.14919
H 1.99995 -1.67689 -1.91126
H 0.69156 3.98679 2.77396
H -3.97486 0.33831 5.37609
C -1.46679 0.67058 6.40880
C -3.42264 -1.42022 -0.37693
H -4.02309 -2.28324 -0.68037
H 3.57825 -0.04238 5.16266
H 3.17699 2.32467 5.88830
C 2.73727 -0.62873 5.55775
H 0.52887 4.44881 4.49417
H -0.83238 -0.35386 -5.97624
C -2.29642 0.60574 -0.46484
H -3.00080 2.56270 5.11879
H 3.87880 -1.78121 3.37661
C 1.24306 4.15523 3.70823
H 1.12612 -2.57147 -8.68494
C 0.13912 1.18032 -3.20131
O 0.99046 1.87536 4.41260
C -3.18129 -0.07174 4.73367
H -0.53331 1.22999 6.55641
C -0.28131 -0.97339 -8.96455
H 1.96177 4.97685 3.56408
H 0.20029 -1.53203 5.60180
C 2.03353 -1.40186 4.44175
H -3.03100 -1.12735 4.99386
H 3.13897 -1.34829 6.29127
H 0.35045 0.59268 -10.42123
O -0.88335 0.08892 4.12939
H 0.38293 -2.43324 2.09387
O 0.02459 -0.20924 -2.84920
C -0.16703 -3.28959 0.07616
H 2.18532 -0.96334 0.71792
H 1.95224 3.58184 6.20353
H -1.31616 -0.36817 6.73013
C -0.58205 -0.94079 -3.92461
H 3.37424 -3.11391 4.44245
O -0.13543 -0.31411 -7.66199
C -2.91457 -0.43489 -1.25271
H 2.52678 -2.84356 2.89554
H -0.45059 2.21727 -5.06429
H -3.51454 -0.00914 3.68968
H -3.03450 -0.40552 -2.33412
C 2.68052 3.20987 5.46943
H 1.85247 -1.06003 -9.31284
O 1.57305 -0.51411 3.39454
C 1.34813 -2.01772 -1.11364
C 1.39872 -1.55047 0.25487
C -0.44739 0.38088 -9.71006
H -2.39073 2.25457 3.47966
H -3.40930 -1.62712 1.85031
C -2.14593 2.17422 4.54470
H 0.19407 -3.63947 -2.09913
H 2.53020 2.18238 2.16912
C -1.89536 0.72397 4.94314
H -1.43483 -1.53249 -3.54731
H -2.42429 -1.31348 -8.80021
H -1.60128 -2.20876 -10.10511
Si 0.45098 0.70135 3.37256
O 0.20797 1.21691 1.89247
H 0.17914 -1.64239 -4.30992
H 1.27012 -2.95464 5.72887
Au -0.44687 -0.36672 0.34743
```

## Properties
- Spin multiplicity: 3
- Largest force on an atom: 0.0400 Eh/bohr
- M: 748.83 g mol⁻¹
- Total energy: -56893.81616 eV
- Relative energy (zero: lowest compared OMol25 entry of this formula, charge and spin): 0.0 kJ/mol
- Highest occupied orbital energy (alpha / beta): -7.70 / -7.39 eV